1.
C12H26BaFO10 as an isolated structure at a distorted geometry. Source: the Open Molecules 2025 dataset; level of theory: ωB97M-V with the def2-TZVPD basis set.

```
! RIJCOSX wB97M-V def2-TZVPD def2/J DEFGRID3
* xyz -1 1
Ba 0.045 -0.113 -1.145
F 0.958 -2.699 -1.628
C 0.615 -3.964 3.126
C 0.150 -3.451 1.927
C -0.511 -1.963 1.947
O -0.896 -1.599 0.876
C -0.465 -1.227 3.162
C 0.059 -1.777 4.332
C 0.559 -3.198 4.264
O 1.383 -3.644 5.210
O -0.023 -0.947 5.303
O 0.408 -4.043 0.858
H 1.093 -4.931 3.177
H -0.805 -0.202 3.136
C -1.476 3.035 -2.339
O -1.335 1.697 -2.842
H -1.135 3.836 -2.995
H -2.462 3.189 -1.899
H -0.770 3.117 -1.513
H -1.966 1.711 -3.566
C -3.436 -0.965 -1.477
O -2.140 -1.399 -1.925
H -4.168 -1.384 -2.168
H -3.661 -1.411 -0.509
H -3.579 0.098 -1.278
H -2.153 -2.354 -2.015
C 1.287 3.115 0.058
O 1.515 2.195 -1.024
H 0.313 3.023 0.537
H 2.017 2.837 0.819
H 1.383 4.171 -0.195
H 2.143 2.672 -1.571
C 2.637 -0.549 1.610
O 2.312 -0.848 0.253
H 3.683 -0.244 1.643
H 2.107 0.332 1.971
H 2.388 -1.428 2.204
H 2.614 -1.725 0.002
C -2.143 1.934 1.425
O -1.081 1.126 0.872
H -2.891 1.253 1.833
H -1.743 2.588 2.200
H -2.706 2.527 0.706
H -0.986 0.304 1.358
C 2.251 0.502 -4.279
O 1.438 -0.240 -3.371
H 3.298 0.198 -4.294
H 1.949 0.450 -5.325
H 2.255 1.563 -4.029
H 1.671 -1.170 -3.424
*
```

energy relative to the best compared isomer or geometry (same formula, charge and spin): 88.5 kcal per mole
HOMO-LUMO gap: 3.5 eV
energy: -36750.598 eV

---

2.
A 2-piece molecular cluster, C2H8N2O2 overall at a distorted geometry. Source: the Open Molecules 2025 dataset; level of theory: ωB97M-V with the def2-TZVPD basis set.

```
! RIJCOSX wB97M-V def2-TZVPD def2/J DEFGRID3
* xyz 0 1
N 0.749 -1.565 0.804
C 1.922 -0.918 1.139
O 3.000 -1.450 1.096
O 1.745 0.365 1.514
H 0.880 -2.523 0.563
H 0.085 -1.015 0.252
H 0.857 0.451 1.866
C -1.891 0.967 -0.965
N -0.453 0.625 -0.956
H -2.099 1.885 -1.516
H -2.237 1.102 0.058
H -2.452 0.149 -1.409
H -0.172 0.552 -1.920
H 0.065 1.375 -0.525
*
```

energy relative to the best compared isomer or geometry (same formula, charge and spin): 9.1 kcal per mole
HOMO-LUMO gap: 10.4 eV
SMILES string: NC(=O)O.CN
energy: -9279.515 eV

---

3.
C21H20AsF10N4OPtSe as an isolated structure at a distorted geometry. Source: the Open Molecules 2025 dataset; level of theory: ωB97M-V with the def2-TZVPD basis set.

```
! RIJCOSX wB97M-V def2-TZVPD def2/J DEFGRID3
* xyz -1 1
Pt -0.099 -0.380 -0.560
C 0.688 -1.326 -3.284
N -0.129 -0.293 -2.606
C 0.427 1.038 -2.890
C 1.731 1.248 -2.153
N 1.649 0.768 -0.769
C 2.704 1.020 0.035
C 3.593 2.111 -0.101
F 3.406 3.049 -1.072
C 4.635 2.388 0.767
F 5.402 3.470 0.544
C 4.871 1.605 1.868
F 5.885 1.866 2.713
C 4.038 0.519 2.056
F 4.263 -0.296 3.097
C 3.017 0.228 1.177
F 2.339 -0.892 1.418
C -1.555 -0.413 -2.989
C -2.178 -1.498 -2.137
N -2.053 -1.101 -0.730
C -2.567 -1.956 0.211
C -3.017 -1.447 1.443
F -3.085 -0.113 1.624
C -3.485 -2.224 2.480
F -3.893 -1.646 3.623
C -3.585 -3.590 2.332
F -4.048 -4.357 3.331
C -3.219 -4.140 1.125
F -3.327 -5.465 0.950
C -2.722 -3.351 0.100
F -2.389 -4.000 -1.027
H 0.693 -1.135 -4.365
H 0.278 -2.310 -3.074
H 1.703 -1.315 -2.891
H -0.309 1.768 -2.556
H 0.587 1.156 -3.969
H 1.949 2.314 -2.241
H 2.538 0.725 -2.686
H -1.632 -0.628 -4.059
H -2.033 0.542 -2.772
H -1.660 -2.433 -2.367
H -3.229 -1.628 -2.418
C 0.657 2.942 1.540
As -0.756 1.641 1.708
C -1.381 1.787 3.524
C -2.161 2.263 0.538
O -0.252 0.073 1.498
H 0.276 3.912 1.868
H 0.952 2.985 0.494
H 1.515 2.649 2.141
H -1.667 2.816 3.740
H -0.579 1.479 4.190
H -2.230 1.120 3.647
H -2.027 3.323 0.322
H -3.135 2.085 0.986
H -2.058 1.654 -0.358
Se 0.786 -3.085 -0.339
C 2.418 -2.855 -1.098
N 3.461 -2.668 -1.578
*
```

energy relative to the best compared isomer or geometry (same formula, charge and spin): 7.8 kcal per mole
HOMO-LUMO gap: 5.5 eV
energy: -186714.792 eV

---

4.
A 2-piece molecular cluster, H4O2 overall at a distorted geometry. Source: the Open Molecules 2025 dataset; level of theory: ωB97M-V with the def2-TZVPD basis set.

```
! RIJCOSX wB97M-V def2-TZVPD def2/J DEFGRID3
* xyz 0 1
O -0.075 0.420 -1.312
H 0.562 0.845 -1.877
H -0.814 0.295 -1.894
O 0.349 -0.670 1.975
H -0.096 -1.115 1.194
H 0.074 0.225 1.914
*
```

energy relative to the best compared isomer or geometry (same formula, charge and spin): 4.6 kcal per mole
HOMO-LUMO gap: 11.8 eV
SMILES string: O.O
energy: -4159.740 eV

---

5.
A 3-piece molecular cluster, C2H4N2Se overall at a distorted geometry. Source: the Open Molecules 2025 dataset; level of theory: ωB97M-V with the def2-TZVPD basis set.

```
! RIJCOSX wB97M-V def2-TZVPD def2/J DEFGRID3
* xyz 0 1
C -0.312 0.382 -1.417
C 1.191 -0.242 0.422
N -0.369 -0.862 -1.018
N 0.470 -1.150 -0.057
Se 0.844 1.455 -0.335
H -0.815 0.665 -2.358
H -1.857 0.014 2.088
H -1.182 0.282 1.644
H 2.030 -0.544 1.031
*
```

energy relative to the best compared isomer or geometry (same formula, charge and spin): 24.9 kcal per mole
HOMO-LUMO gap: 10.1 eV
energy: -70462.416 eV

---

6.
C43H37Br2N3O3PSTi as an isolated structure at a distorted geometry. Source: the Open Molecules 2025 dataset; level of theory: ωB97M-V with the def2-TZVPD basis set.

```
! RIJCOSX wB97M-V def2-TZVPD def2/J DEFGRID3
* xyz 1 1
Ti -16.291 8.501 -10.674
C -23.663 11.133 -7.731
C -22.442 10.455 -8.347
C -22.552 9.758 -9.571
C -21.460 9.114 -10.122
C -20.272 9.199 -9.435
C -20.076 9.890 -8.258
C -21.189 10.522 -7.714
S -18.988 8.262 -10.141
O -19.425 6.919 -10.443
O -17.852 8.399 -9.154
N -18.523 8.929 -11.583
C -18.156 10.272 -11.549
C -19.031 11.384 -11.689
C -18.447 12.627 -11.614
C -17.044 12.790 -11.531
C -16.233 11.689 -11.418
N -16.822 10.457 -11.354
H -24.554 10.985 -8.374
H -23.476 12.219 -7.604
H -23.899 10.698 -6.731
H -23.528 9.732 -10.079
H -21.491 8.551 -11.064
H -19.085 9.915 -7.784
H -21.099 11.082 -6.769
H -20.119 11.254 -11.750
H -19.062 13.539 -11.622
H -16.627 13.810 -11.565
H -15.151 11.726 -11.413
C -14.790 3.091 -11.574
C -15.212 3.908 -12.749
C -15.483 3.245 -13.964
C -15.875 3.947 -15.072
C -16.019 5.346 -14.975
C -16.375 6.224 -16.028
Br -16.816 5.482 -17.697
C -16.448 7.599 -15.950
C -16.172 8.182 -14.730
Br -16.183 10.046 -14.447
C -15.882 7.361 -13.615
O -15.636 7.873 -12.412
C -15.738 5.906 -13.716
N -15.282 5.223 -12.615
H -14.757 3.719 -10.667
H -15.498 2.252 -11.401
H -13.777 2.645 -11.750
H -15.364 2.159 -13.982
H -16.046 3.434 -16.021
H -16.695 8.199 -16.828
C -12.765 7.072 -11.715
C -12.608 6.057 -10.598
C -11.344 5.442 -10.515
C -11.043 4.504 -9.544
C -12.041 4.123 -8.652
C -13.294 4.698 -8.705
C -13.574 5.693 -9.645
P -15.158 6.533 -9.421
C -16.535 5.309 -9.259
C -17.295 5.208 -10.440
C -18.287 4.258 -10.629
C -18.651 3.423 -9.578
C -17.988 3.589 -8.371
C -16.935 4.507 -8.163
C -16.432 4.607 -6.730
C -14.865 7.612 -7.990
C -14.449 7.143 -6.763
C -14.379 8.064 -5.720
C -14.593 9.429 -5.903
C -14.829 9.907 -7.175
C -14.809 9.000 -8.253
C -14.835 9.464 -9.629
H -11.775 7.569 -11.858
H -13.515 7.842 -11.514
H -13.019 6.542 -12.654
H -10.581 5.729 -11.247
H -10.037 4.062 -9.468
H -11.854 3.369 -7.881
H -14.055 4.366 -7.986
H -17.073 5.900 -11.251
H -18.784 4.174 -11.585
H -19.464 2.699 -9.668
H -18.305 2.986 -7.513
H -17.125 4.021 -6.096
H -16.405 5.645 -6.341
H -15.438 4.128 -6.588
H -14.146 6.099 -6.585
H -14.174 7.672 -4.716
H -14.562 10.099 -5.039
H -14.955 10.975 -7.384
H -13.967 9.169 -10.254
H -15.045 10.534 -9.699
*
```

energy relative to the best compared isomer or geometry (same formula, charge and spin): 0.0 kcal per mole
HOMO-LUMO gap: 6.5 eV
energy: -239124.141 eV